Entry P
{"formula": "H3NO3Si", "method": "ωB97M-V with the def2-TZVPD basis set", "species": ["O", "Si", "H", "H", "O", "N", "O", "H"], "coordinates": [[-1.094, -0.915, -0.390], [-1.349, 0.447, 0.107], [-2.025, 1.370, -0.848], [-1.665, 0.764, 1.481], [1.945, 1.090, -0.048], [1.544, 0.085, -0.506], [1.505, -1.032, 0.341], [1.139, -1.809, -0.136]], "multiplicity": 1, "smiles": "O=[SiH2].O=NO", "orbital_gap_ev": 9.7}

=====

Entry Q
{"formula": "H3NO3Si", "method": "ωB97M-V with the def2-TZVPD basis set", "species": ["N", "O", "O", "O", "Si", "H", "H", "H"], "coordinates": [[3.406, 1.135, 0.692], [2.429, 0.208, 0.857], [3.592, 1.477, -0.425], [2.469, -1.870, -0.861], [1.691, -1.147, 0.209], [0.921, -1.912, -2.661], [0.366, -0.982, 0.773], [1.345, -1.951, -3.410]], "multiplicity": 1, "orbital_gap_ev": 10.1}

=====

entry Q wins, 0.354 eV ahead of the next structure.